Entry 1:
A cluster of 2 separate species, C6H10O2 in total at a distorted geometry. Source: the OMol25 dataset; level of theory: wB97M-V/def2-TZVPD.

XYZ file:
```
18
C6H10O2 (wB97M-V/def2-TZVPD)
C -1.9161 0.4306 0.5072
C -1.4693 -0.7806 0.0109
O -1.7542 -1.1950 -1.2327
O -1.0596 -1.7985 0.8217
H -2.5120 1.0186 -0.1759
H -2.3493 0.4118 1.5006
H -1.1905 -1.9525 -1.4478
H -0.7120 -1.4263 1.6418
C 0.6000 1.6338 0.9804
C 1.3641 0.9115 0.2632
C 1.0282 -0.3580 -0.8974
C 2.3552 0.3049 -0.5911
H -0.6577 1.2089 0.8623
H 0.8558 2.4274 1.6632
H 0.9687 -1.4048 -0.6291
H 0.5532 -0.0711 -1.8253
H 2.7900 0.9476 -1.3537
H 3.1054 -0.3085 -0.0982
```

Values from the calculation:
**Total charge**: 0
**Electronic energy**: -384.91173 Eh
**Gap between HOMO and LUMO**: 8.40 eV
**E_LUMO**: 0.72 eV

=====

Entry 2:
A structure of composition C36H38Cl4IN5O2S2Sr. Source: the OMol25 dataset; level of theory: wB97M-V/def2-TZVPD.

XYZ file:
```
89
C36H38Cl4IN5O2S2Sr (wB97M-V/def2-TZVPD)
Sr 0.6245 -0.1602 -1.5007
Cl 1.3276 5.3029 3.3296
C 0.6427 4.0644 2.3157
C -0.7161 3.8474 2.2976
Cl -1.7714 4.7942 3.3078
C -1.2508 2.8567 1.4547
Cl -2.9580 2.5041 1.4995
C -0.4552 2.0702 0.6138
O -0.8969 1.1465 -0.1433
C 0.9840 2.2878 0.6473
O 1.7169 1.5204 -0.0741
C 1.4766 3.2841 1.4927
Cl 3.2070 3.5212 1.5345
C -1.7406 0.3883 5.2736
C -0.7043 -0.4044 4.4633
C 0.3368 0.5868 3.9510
C -0.0078 -1.4248 5.3760
C -1.3797 -1.1606 3.3190
C -2.5449 -1.9029 3.5831
C -3.2147 -2.5963 2.5991
C -2.7082 -2.5618 1.3069
S -3.3376 -3.2488 -0.1538
C -1.9750 -2.5705 -1.0393
N -1.1396 -1.9104 -0.3104
C -1.5326 -1.8611 1.0174
C -0.8743 -1.1572 2.0305
C -1.8795 -2.7130 -2.4974
C -2.6321 -3.7165 -3.1234
C -2.5910 -3.8520 -4.4975
C -1.7812 -2.9856 -5.2286
C -1.0339 -2.0141 -4.5781
C -1.0453 -1.8035 -3.1861
H -1.2300 0.9990 6.0213
H -2.4432 -0.2582 5.8014
H -2.3051 1.0548 4.6206
H 0.7637 1.1368 4.7922
H -0.1022 1.3084 3.2623
H 1.1564 0.0849 3.4439
H 0.4680 -0.9170 6.2182
H 0.7644 -1.9627 4.8239
H -0.7212 -2.1521 5.7690
H -2.9443 -1.9267 4.5871
H -4.1208 -3.1405 2.8306
H -0.0015 -0.5814 1.7640
H -3.2381 -4.4029 -2.5390
H -3.1665 -4.6265 -4.9930
H -1.7234 -3.0843 -6.3094
H -0.3903 -1.3934 -5.1997
C -2.0130 0.9646 -4.1946
N -1.4336 1.8752 -3.2260
C -2.4729 2.3993 -2.3597
C -0.6962 2.9436 -3.8706
C 0.6535 2.4954 -4.3968
N 1.6064 2.0808 -3.3737
C 2.7970 1.5815 -4.0491
C 1.9913 3.1938 -2.5142
H -2.7697 1.4756 -4.8219
H -2.4797 0.1284 -3.6775
H -1.2477 0.5425 -4.8429
H -3.2294 2.9684 -2.9333
H -2.0380 3.0497 -1.6033
H -2.9562 1.5779 -1.8354
H -0.5566 3.7540 -3.1525
H -1.2693 3.3742 -4.7168
H 1.0846 3.3237 -4.9962
H 0.5210 1.6528 -5.0799
H 3.2661 2.3707 -4.6645
H 2.5465 0.7323 -4.6836
H 3.5189 1.2308 -3.3137
H 2.4108 4.0217 -3.1138
H 2.7245 2.8531 -1.7880
H 1.1422 3.5606 -1.9416
N 1.2182 -3.7580 -0.8420
C 1.7903 -3.1339 0.2075
N 2.0471 -1.8657 0.2793
C 2.6920 -1.5670 1.4730
C 3.2066 -0.3194 1.8166
C 3.8032 -0.1601 3.0544
C 3.8912 -1.2176 3.9591
C 3.4075 -2.4708 3.6225
C 2.8272 -2.6339 2.3744
S 2.1856 -4.0800 1.6459
H 1.3744 -3.3049 -1.7481
H 1.3482 -4.7563 -0.8879
H 3.0941 0.5027 1.1219
H 4.1792 0.8180 3.3256
H 4.3447 -1.0649 4.9298
H 3.4844 -3.3021 4.3117
I 3.0942 -2.1069 -3.4680
```

Values from the calculation:
**Total charge**: -2
**Electronic energy**: -4784.72732 Eh
**Gap between HOMO and LUMO**: 5.55 eV
**E_LUMO**: 3.89 eV

=====

Entry 3:
A structure of composition C12H13Cl5CrN2O5 at a distorted geometry. Source: the OMol25 dataset; level of theory: wB97M-V/def2-TZVPD.

XYZ file:
```
38
C12H13Cl5CrN2O5 (wB97M-V/def2-TZVPD)
Cr 0.2336 -0.2806 0.0159
O 1.1544 -2.0061 -3.7802
C 0.8588 -1.0063 -2.9832
O 1.2668 -0.9497 -1.8312
C 0.0529 0.0607 -3.6941
O -0.5769 0.9396 -2.8123
C -1.9688 0.6840 -2.6200
C -2.2828 -0.4678 -1.6834
O -3.3226 -1.0484 -1.7904
O -1.3751 -0.7622 -0.7483
H 1.7239 -2.6453 -3.3209
H -0.6409 -0.4172 -4.3858
H 0.7755 0.6227 -4.2892
H -2.4685 0.5002 -3.5683
H -2.3915 1.5920 -2.1897
Cl -1.2107 2.0016 2.8142
C -1.0482 0.2670 2.9299
C -0.4490 -0.4530 1.9081
C -0.3526 -1.8136 2.1120
Cl 0.4359 -2.6153 0.7500
C -0.7960 -2.5064 3.2164
Cl -0.5982 -4.2010 3.3297
C -1.4106 -1.7563 4.2178
Cl -1.9992 -2.5424 5.6146
C -1.5386 -0.3685 4.0746
Cl -2.2959 0.5407 5.3132
N 0.2114 1.7855 -0.1931
C 1.6087 2.2768 -0.2851
C 2.3962 1.6105 0.8223
N 2.1839 0.1349 0.7143
H -0.3164 2.0955 -1.0032
H -0.2384 2.1714 0.6327
H 1.6707 3.3609 -0.2074
H 2.0038 1.9827 -1.2577
H 2.0238 1.9282 1.7957
H 3.4522 1.8636 0.7612
H 2.4055 -0.3194 1.5949
H 2.8230 -0.2592 0.0258
```

Values from the calculation:
**Total charge**: +1
**Electronic energy**: -4296.02478 Eh
**Gap between HOMO and LUMO (spin up / spin down)**: 7.61 / 8.18 eV
**E_LUMO (spin up / spin down)**: -4.35 / -3.80 eV
**Multiplicity**: 2
**<S²>**: 0.76

=====

Entry 4:
A structure of composition C14H26AsO3PPdS. Source: the OMol25 dataset; level of theory: wB97M-V/def2-TZVPD.

XYZ file:
```
47
C14H26AsO3PPdS (wB97M-V/def2-TZVPD)
Pd 0.3813 0.3817 -0.9751
C 3.0071 -0.9557 0.0819
O 2.9289 -1.3154 -1.2871
C 1.8379 -0.7677 -1.9799
O 1.7945 -1.1169 -3.1509
H 4.0219 -1.1805 0.4160
H 2.2948 -1.5249 0.6867
H 2.7993 0.1097 0.2146
C -3.3153 -1.3147 -1.0668
P -1.5728 -1.0265 -1.6145
C -1.7449 -1.1697 -3.4400
C -0.9194 -2.7000 -1.2564
H -3.7197 -2.2545 -1.4575
H -3.9539 -0.4889 -1.3890
H -3.3170 -1.3482 0.0249
H -2.2603 -2.0878 -3.7405
H -0.7306 -1.1651 -3.8472
H -2.2881 -0.3083 -3.8363
H -1.5915 -3.4901 -1.6104
H -0.7847 -2.7793 -0.1759
H 0.0515 -2.7937 -1.7429
S -1.3056 -1.3412 2.2115
C -0.2713 -1.1642 3.5838
C 0.6243 -0.0790 3.7036
C 1.4554 0.0642 4.8017
C 1.4403 -0.8634 5.8403
C 0.5718 -1.9453 5.7429
C -0.2605 -2.0956 4.6447
H 0.6587 0.6444 2.8979
H 2.1327 0.9115 4.8443
H 2.0953 -0.7501 6.6970
H 0.5451 -2.6880 6.5357
H -0.9292 -2.9457 4.5812
C 0.6577 2.1245 -3.5294
As 0.6939 2.7326 -1.6483
C -0.4908 2.2704 0.0408
C -0.4927 4.2961 -1.9761
O 2.1412 3.4158 -1.2472
H -0.2507 1.5544 -3.7211
H 1.5169 1.4752 -3.6744
H 0.7020 3.0012 -4.1828
H -1.4915 2.6386 -0.1723
H 0.0429 2.9562 0.6994
H -0.6125 1.3211 0.5916
H -1.4752 3.9755 -2.3329
H -0.0103 4.9190 -2.7305
H -0.6070 4.8681 -1.0551
```

Values from the calculation:
**Total charge**: -2
**Electronic energy**: -3877.92839 Eh
**Gap between HOMO and LUMO**: 5.66 eV
**E_LUMO**: 5.19 eV

=====

Entry 5:
A cluster of 2 separate species, C4H8N2O in total at a distorted geometry. Source: the OMol25 dataset; level of theory: wB97M-V/def2-TZVPD.

XYZ file:
```
15
C4H8N2O (wB97M-V/def2-TZVPD)
C -1.7905 -0.0103 1.0859
N -0.5018 -0.0455 0.8724
C 0.2352 -0.5508 -0.1519
C 1.7260 -0.5350 0.0527
O 2.1214 0.6617 0.7182
C -0.4297 -1.2402 -1.1807
N -1.0251 -1.7980 -2.0140
H -2.4508 -0.5155 0.3913
H -2.1530 0.5285 1.9496
H -1.3521 2.1616 -0.9849
H 0.1047 0.4331 1.5425
H -0.7576 1.7557 -1.1835
H 2.2340 -0.6698 -0.9112
H 2.0721 -1.3344 0.7187
H 1.9519 1.3928 0.1074
```

Values from the calculation:
**Total charge**: 0
**Electronic energy**: -341.85242 Eh
**Gap between HOMO and LUMO (spin up / spin down)**: 8.00 / 8.00 eV
**E_LUMO (spin up / spin down)**: 0.33 / 0.33 eV

=====

Entry 6:
A structure of composition C2H3N2P at a distorted geometry. Source: the OMol25 dataset; level of theory: wB97M-V/def2-TZVPD.

XYZ file:
```
8
C2H3N2P (wB97M-V/def2-TZVPD)
C -0.4497 -1.1914 0.0942
C -0.3490 1.1003 0.3119
N 0.8327 -1.1917 -0.0719
N -1.2142 0.1813 0.3764
P 1.4218 0.3418 0.1303
H -1.1317 -1.9342 0.1223
H -0.4821 2.1366 0.3936
H 1.3721 0.5573 -1.3569
```

Values from the calculation:
**Total charge**: 0
**Electronic energy**: -528.81074 Eh
**Gap between HOMO and LUMO**: 9.67 eV
**E_LUMO**: 0.17 eV

=====

Entry 7:
A structure of composition C6H10O3S at a distorted geometry. Source: the OMol25 dataset; level of theory: wB97M-V/def2-TZVPD.

XYZ file:
```
20
C6H10O3S (wB97M-V/def2-TZVPD)
C -0.1218 0.4840 0.8362
C -0.4037 1.3445 -0.3821
C -0.0340 -0.9044 0.1898
C 0.4100 2.6263 -0.2914
C 1.1811 -1.6491 0.8294
C -1.3832 -1.5879 0.1814
O -0.1019 0.8629 1.9932
O -0.7869 -0.3709 -2.3490
O 1.6130 -0.0486 -1.6707
S 0.1972 -0.0701 -1.3352
H -1.5066 1.6036 -0.5778
H 1.5129 2.3855 -0.4056
H 0.1129 2.8735 0.7410
H 0.0331 3.2812 -0.9988
H 1.4167 -2.5284 0.2301
H 0.9320 -1.8799 1.9065
H 2.1377 -0.9996 0.7693
H -1.3268 -2.4272 -0.6038
H -2.2741 -0.9114 -0.2627
H -1.6075 -2.0840 1.2002
```

Values from the calculation:
**Total charge**: 0
**Electronic energy**: -858.45605 Eh
**Gap between HOMO and LUMO**: 10.20 eV
**E_LUMO**: 0.10 eV

=====

Entry 8:
A structure of composition C3H6FeO5 at a distorted geometry. Source: the OMol25 dataset; level of theory: wB97M-V/def2-TZVPD.

XYZ file:
```
15
C3H6FeO5 (wB97M-V/def2-TZVPD)
C -1.0609 -0.9750 -0.0017
C 0.1808 -0.1884 0.4051
O 1.3387 -0.8551 -0.1182
C 2.5254 -0.3023 0.0577
O 2.6626 0.7844 0.6855
O 3.5118 -0.8449 -0.5171
O -2.2062 -0.3855 0.5020
Fe 4.6055 0.6378 0.2754
H -0.9550 -2.0100 0.3787
H -1.0718 -1.0504 -1.1104
H 0.2569 -0.1347 1.5005
H 0.1338 0.8335 0.0037
H -2.8627 0.5224 -0.2365
O -3.7418 1.5570 -0.9659
H -3.3171 2.4112 -0.8588
```

Values from the calculation:
**Total charge**: -1
**Electronic energy**: -1757.76317 Eh
**Gap between HOMO and LUMO (spin up / spin down)**: 6.68 / 5.58 eV
**E_LUMO (spin up / spin down)**: 2.39 / 1.29 eV
**Multiplicity**: 6
**<S²>**: 8.75